C28H22BeF10N8 | ωB97M-V with the def2-TZVPD basis set

Each line ends with the Mulliken charge.
Cartesian coordinates (Å):
F (1.335, -1.235, 0.174)  -0.088
F (1.532, -1.060, 5.598)  -0.306
F (5.349, 0.149, -0.514)  -0.362
F (1.555, -3.502, 1.542)  -0.297
F (5.265, -2.512, -4.397)  -0.312
F (1.426, -0.022, -3.206)  -0.421
F (1.669, -3.488, 4.305)  -0.322
F (1.267, 1.192, 4.298)  -0.337
F (6.579, -1.449, -2.227)  -0.304
F (2.625, -1.811, -4.810)  -0.321
N (1.171, 1.202, 1.358)  0.707
N (-3.939, -3.938, -0.375)  -0.710
N (-2.571, 0.023, -1.145)  0.421
N (1.245, 3.139, -0.425)  1.110
N (2.644, 1.007, -1.003)  0.899
N (-4.009, -1.846, -0.847)  0.848
N (-3.583, -3.075, -1.216)  -0.402
N (-0.533, 0.702, -0.717)  0.342
C (1.290, 0.118, 2.129)  -0.002
C (-4.681, -1.945, 0.339)  1.360
C (3.432, 2.064, -0.404)  -0.600
C (-5.327, -1.048, 1.179)  -0.571
C (3.298, -1.333, -3.749)  0.271
C (3.298, 0.118, -1.764)  -0.011
C (1.479, -1.116, 4.258)  0.146
C (4.632, -1.681, -3.549)  0.593
C (-1.417, 1.491, -0.036)  -0.876
C (1.367, -1.161, 1.528)  0.057
C (1.345, 0.063, 3.546)  0.101
C (-1.248, -0.209, -1.358)  1.118
C (-4.628, -3.330, 0.633)  0.181
C (5.296, -1.136, -2.457)  0.120
C (-0.796, -1.383, -2.134)  -1.220
C (-5.878, -2.948, 2.599)  -0.487
C (0.423, 3.849, -1.402)  -1.388
C (-5.918, -1.577, 2.307)  -0.631
C (4.644, -0.281, -1.587)  0.136
C (2.663, 3.333, -0.740)  -1.273
C (-3.705, -0.706, -1.654)  -1.597
C (0.941, 3.591, 0.932)  -1.269
C (2.674, -0.448, -2.893)  0.385
C (1.550, -2.343, 3.612)  0.672
C (1.217, 2.506, 1.978)  -1.199
C (-5.232, -3.844, 1.779)  -0.682
C (-2.681, 1.086, -0.293)  -0.815
C (1.492, -2.347, 2.221)  0.001
Be (1.140, 1.242, -0.334)  -1.746
H (0.606, 3.443, -2.395)  0.395
H (-6.434, -0.918, 2.990)  0.384
H (4.426, 2.133, -0.850)  0.891
H (-0.736, -1.160, -3.199)  0.270
H (2.194, 2.666, 2.450)  0.595
H (-1.078, 2.250, 0.625)  0.611
H (-3.485, -1.068, -2.662)  0.320
H (0.191, -1.685, -1.804)  0.116
H (0.456, 2.604, 2.760)  0.517
H (-4.566, -0.025, -1.676)  0.512
H (-0.118, 3.857, 0.981)  0.457
H (-5.184, -4.901, 1.982)  0.443
H (-0.635, 3.718, -1.183)  0.449
H (0.644, 4.921, -1.416)  0.371
H (-5.372, 0.010, 0.974)  0.281
H (-3.633, 1.444, 0.032)  0.460
H (3.546, 1.936, 0.674)  0.025
H (-6.371, -3.305, 3.493)  0.373
H (2.755, 3.481, -1.818)  0.514
H (1.503, 4.501, 1.178)  0.382
H (-1.487, -2.212, -1.985)  0.485
H (3.077, 4.208, -0.228)  0.230

E_HOMO	-7.12	eV
gap between HOMO and LUMO	0.259	hartree
electronic energy	-2531.67903	Ha

C28H22BeN4O11S3 | ωB97M-V with the def2-TZVPD basis set

Each line ends with the Mulliken charge.
Cartesian coordinates (Å):
S (-1.296, -3.502, 1.430)  -0.099
S (2.543, -0.012, 2.303)  0.049
S (-2.255, 0.186, 2.569)  -0.058
O (-1.290, 0.816, -0.543)  -0.697
O (-4.033, 6.296, 0.366)  -0.702
O (-2.409, 6.468, 1.769)  -0.685
O (-4.302, 2.652, -2.534)  -0.748
O (0.767, 1.177, 1.013)  0.333
O (-0.381, -1.194, 0.914)  -0.307
O (-3.329, 0.790, -2.136)  -0.597
O (0.606, 1.638, -2.293)  -0.747
O (3.587, -0.875, -4.496)  -0.731
O (0.901, 3.045, 2.188)  -0.844
O (1.872, -2.221, -0.312)  -0.542
N (-3.503, 1.966, -1.895)  1.042
N (1.151, -0.304, -1.252)  1.038
N (2.038, 0.288, -3.359)  0.156
N (-3.020, 5.848, 0.903)  1.058
C (-0.657, -0.240, 3.062)  -0.535
C (-2.787, 2.608, -0.849)  -0.838
C (-1.720, -4.754, 2.547)  -0.658
C (3.024, -1.614, -2.272)  2.741
C (-1.631, 1.973, -0.236)  1.465
C (-3.218, 3.866, -0.473)  -0.146
C (2.972, -3.085, -2.715)  -1.351
C (0.003, -1.309, 2.229)  2.981
C (-0.688, -3.220, 3.914)  -0.488
C (-2.429, 1.218, 3.940)  -0.668
C (-1.314, 1.235, 4.710)  -0.657
C (2.920, -0.725, -3.486)  -0.218
C (-0.941, 2.798, 0.731)  0.560
C (-1.395, 4.033, 1.093)  -0.300
C (3.589, -2.285, 2.881)  -0.757
C (1.501, -1.375, 2.436)  -0.522
C (-1.338, -4.470, 3.821)  -0.614
C (-0.299, 0.385, 4.212)  0.000
C (-2.552, 4.585, 0.511)  -0.766
C (0.344, 2.321, 1.374)  -0.188
C (4.372, -1.332, -1.576)  -1.310
C (3.916, -0.980, 2.709)  -0.678
C (-0.587, -2.612, 2.703)  -1.077
C (1.205, 0.587, -2.239)  0.069
C (2.206, -2.504, 2.731)  -0.381
C (1.937, -1.400, -1.202)  -0.648
C (1.616, -3.434, -3.316)  -1.266
C (4.524, 0.126, -1.161)  -0.946
Be (0.038, 0.056, 0.100)  -0.924
H (0.829, -3.240, -2.591)  0.245
H (-3.348, 1.752, 4.087)  0.503
H (-0.845, 4.594, 1.839)  0.609
H (0.665, 0.263, 4.673)  0.567
H (-2.217, -5.639, 2.198)  0.449
H (3.150, -3.708, -1.837)  0.424
H (4.420, -1.965, -0.686)  0.340
H (1.581, -4.486, -3.596)  0.495
H (4.533, 0.777, -2.034)  0.323
H (3.703, 0.426, -0.513)  -0.010
H (3.763, -3.259, -3.450)  0.474
H (1.754, -3.473, 2.831)  0.546
H (-4.090, 4.288, -0.953)  0.609
H (5.181, -1.615, -2.257)  0.443
H (-1.516, -5.113, 4.670)  0.398
H (4.292, -3.070, 3.106)  0.358
H (1.957, 0.950, -4.121)  0.278
H (1.427, -2.830, -4.203)  0.295
H (-1.210, 1.826, 5.604)  0.383
H (5.457, 0.267, -0.617)  0.466
H (4.891, -0.536, 2.783)  0.498
H (-0.293, -2.794, 4.821)  0.510

E_HOMO	-3.33	eV
gap between HOMO and LUMO	0.278	hartree
electronic energy	-3336.37804	Ha
total charge	-2

C28H22BrCl5N6O2Pt | ωB97M-V with the def2-TZVPD basis set

Each line ends with the Mulliken charge.
Cartesian coordinates (Å):
Pt (-0.430, 1.346, -1.048)  1.036
Br (3.788, -4.725, 6.088)  -0.188
Cl (-1.860, 3.348, -5.267)  -0.189
Cl (-5.778, 5.751, -2.388)  -0.192
Cl (-4.362, 5.229, -5.127)  -0.179
Cl (-2.157, 2.527, 0.022)  -0.315
Cl (-4.646, 4.377, 0.198)  -0.190
O (-1.094, 2.236, -2.726)  -0.678
O (0.390, 0.524, 0.592)  -0.866
N (-2.421, -2.083, 4.644)  -0.259
N (-1.992, -0.854, -0.018)  -0.326
N (0.993, 0.416, -2.103)  -0.620
N (-1.938, -2.729, 5.585)  -0.678
N (2.181, 2.363, -2.336)  0.081
N (2.990, 0.421, -3.334)  0.168
C (-2.131, 3.015, -2.625)  -0.653
C (0.123, -2.944, 6.816)  -0.301
C (-0.558, -3.124, 5.619)  0.007
C (-3.892, -2.101, 0.727)  -0.673
C (2.017, -4.078, 5.904)  0.094
C (-1.633, -1.497, 3.617)  -0.049
C (3.149, 3.223, -2.985)  -0.649
C (2.096, -1.717, -2.628)  -0.903
C (-3.762, 4.481, -3.699)  -0.016
C (4.402, 2.419, -3.266)  -0.662
C (-0.464, -0.810, 3.844)  -0.368
C (0.792, -1.017, -2.307)  -0.182
C (0.039, -3.827, 4.578)  0.100
C (1.327, -4.311, 4.723)  -0.530
C (-1.524, -0.828, 1.256)  0.384
C (-3.122, -1.462, -0.266)  -0.512
C (-2.202, -1.477, 2.314)  0.721
C (4.012, 1.178, -4.043)  -0.620
C (-3.905, 4.115, -1.332)  -0.385
C (-0.295, -0.111, 1.516)  0.615
C (-3.427, -2.115, 2.008)  -0.751
C (2.787, -0.961, -3.743)  -0.661
C (-2.657, 3.651, -3.772)  0.594
C (0.186, -0.122, 2.818)  -0.626
C (-2.796, 3.286, -1.423)  1.090
C (-4.401, 4.722, -2.476)  0.485
C (2.033, 1.045, -2.594)  0.725
C (1.426, -3.398, 6.956)  -0.474
H (1.797, -4.864, 3.921)  0.410
H (1.968, -3.242, 7.878)  0.415
H (4.872, 0.520, -4.173)  0.373
H (-0.379, -2.442, 7.633)  0.416
H (1.093, 0.432, 3.025)  0.457
H (4.872, 2.130, -2.324)  0.292
H (1.909, -2.749, -2.924)  0.429
H (-3.460, -1.458, -1.298)  0.477
H (1.409, 2.765, -1.821)  0.045
H (3.658, 1.455, -5.044)  0.280
H (0.068, -1.162, -3.115)  0.179
H (2.739, -1.726, -1.745)  0.310
H (2.748, 3.632, -3.919)  0.319
H (5.116, 3.009, -3.841)  0.371
H (-4.830, -2.571, 0.464)  0.407
H (3.361, 4.060, -2.320)  0.382
H (-0.047, -0.768, 4.842)  0.401
H (-3.978, -2.598, 2.805)  0.490
H (2.191, -1.007, -4.662)  0.255
H (3.767, -1.385, -3.963)  0.412
H (-0.499, -3.997, 3.655)  0.392
H (0.344, -1.416, -1.399)  0.084

ΔE to the lowest compared entry with this formula, charge and spin	66.1	kJ/mol
E_HOMO	-7.26	eV
gap between HOMO and LUMO	0.268	hartree
electronic energy	-6553.50482	Ha

Q: Number 1 is which compound?
A: C28H22BeF10N8

Q: Look up the E_HOMO of the second one.
A: -3.33 eV

Q: The highest E_HOMO belongs to which entry?
A: C28H22BeN4O11S3

Q: Number 3 is which compound?
A: C28H22BrCl5N6O2Pt